# C3H2N3O2

A 2-piece molecular cluster, C3H2N3O2 overall (ωB97M-V/def2-TZVPD, OMol25).

Structure (XYZ):
```
10
Properties=species:S:1:pos:R:3:lowdin_charge:R:1
O 3.19 -1.04 0.50 0.139
O 2.92 0.89 -0.71 0.155
N -0.53 0.92 0.66 -0.070
N -2.20 -0.23 -0.32 -0.050
N -1.02 -0.93 -0.32 -0.135
C 0.01 -0.26 0.26 -0.260
C 2.95 -0.08 -0.09 -0.521
C -1.81 0.88 0.29 -0.403
H -1.01 -1.85 -0.73 0.085
H -2.50 1.69 0.47 0.060
```

Summary:
LUMO level: 3.69 eV
2S+1: 1
Total charge: -1
Orbital gap: 6.99 eV
HOMO energy: -3.3 eV
ΔE to the lowest compared entry with this formula, charge and spin: 132.67 kJ/mol